Entry 1:
The following is a DFT calculation (ωB97M-V/def2-TZVPD) of a 3-piece molecular cluster, C27H52Br2N2O5S overall.

## Properties
SMILES string = COCCCC[C@]1(CN)[C@@H](S)NC(=O)[C@@]1(OC[C@H](C)C(C)C)[C@@H](Br)[C@H](C)Br.C1CCOC1.C1CCOC1
HOMO energy = -8.84 eV
DFT total energy = -7091.830777 Eh
Gap between HOMO and LUMO = 9.30 eV
M = 676.6 g/mol

CARTESIAN COORDINATES (ANGSTROEM)
C: -1.972 0.482 7.073
O: -2.298 -0.246 5.913
C: -1.171 -0.649 5.168
C: -1.582 -0.923 3.731
C: -0.376 -1.033 2.779
C: -0.455 -0.231 1.473
C: -0.018 1.245 1.450
C: 1.235 1.507 2.315
N: 2.456 0.845 1.825
C: -1.136 2.213 1.947
S: -1.273 2.483 3.771
N: -0.838 3.502 1.316
C: 0.076 3.290 0.266
O: 0.698 4.174 -0.242
C: 0.080 1.782 -0.028
O: -1.220 1.580 -0.603
C: -1.400 2.019 -1.961
C: -2.705 2.784 -2.325
C: -2.298 4.094 -3.018
C: -3.803 3.030 -1.267
C: -3.671 4.368 -0.524
C: -4.066 1.852 -0.310
C: 1.268 1.196 -0.862
Br: 0.717 -0.453 -1.797
C: 2.019 2.147 -1.817
C: 2.582 1.553 -3.097
Br: 3.539 2.925 -0.836
H: -1.307 1.321 6.834
H: -2.901 0.872 7.488
H: -1.485 -0.152 7.825
H: -0.732 -1.560 5.605
H: -0.393 0.126 5.203
H: -2.117 -1.876 3.719
H: -2.287 -0.146 3.420
H: -0.295 -2.071 2.451
H: 0.560 -0.853 3.314
H: -1.475 -0.278 1.083
H: 0.182 -0.758 0.764
H: 1.001 1.128 3.307
H: 1.385 2.581 2.450
H: 3.242 1.483 1.808
H: 2.712 0.080 2.439
H: -2.119 1.848 1.668
H: -0.853 3.748 3.695
H: -1.683 3.960 1.000
H: -1.350 1.133 -2.593
H: -0.555 2.644 -2.252
H: -3.184 2.188 -3.108
H: -1.645 4.698 -2.383
H: -3.171 4.679 -3.316
H: -1.736 3.873 -3.930
H: -4.716 3.133 -1.862
H: -2.642 4.611 -0.247
H: -4.262 4.342 0.395
H: -4.049 5.200 -1.119
H: -3.557 0.938 -0.617
H: -5.134 1.621 -0.282
H: -3.764 2.081 0.713
H: 1.990 0.796 -0.157
H: 1.416 3.017 -2.051
H: 1.775 1.310 -3.791
H: 3.219 2.297 -3.576
H: 3.185 0.665 -2.909
C: 2.053 -4.531 -5.272
C: 0.864 -3.606 -5.017
C: 1.566 -2.309 -4.631
O: 2.797 -2.293 -5.355
C: 3.045 -3.577 -5.926
H: 1.816 -5.387 -5.903
H: 2.451 -4.904 -4.325
H: 0.288 -3.470 -5.935
H: 0.188 -3.963 -4.240
H: 1.785 -2.281 -3.559
H: 0.995 -1.416 -4.888
H: 2.887 -3.527 -7.009
H: 4.086 -3.845 -5.743
C: 2.608 -4.702 0.325
C: 1.871 -5.589 1.329
C: 1.909 -4.725 2.585
O: 1.885 -3.371 2.134
C: 2.116 -3.316 0.725
H: 2.386 -4.940 -0.715
H: 3.687 -4.780 0.472
H: 0.840 -5.746 1.007
H: 2.335 -6.563 1.478
H: 2.826 -4.897 3.158
H: 1.055 -4.890 3.245
H: 1.178 -3.065 0.215
H: 2.838 -2.525 0.518

---

Entry 2:
The following is a DFT calculation (ωB97M-V/def2-TZVPD) of C38H27N2O4P2PdSTe as an isolated structure in a non-equilibrium geometry.

## Properties
<S²> = 0.799
Energy above the lowest of the compared OMol25 structures with the same formula, charge and spin = 47.6 kcal/mol
Multiplicity = 2
HOMO energy (spin up / spin down) = -6.91 / -6.89 eV
DFT total energy = -3351.365396 Eh
Gap between HOMO and LUMO (spin up / spin down) = 5.25 / 5.23 eV
M = 903.7 g/mol

CARTESIAN COORDINATES (ANGSTROEM)
Pd: 0.946 -1.540 1.367
O: 3.907 -1.383 -1.812
C: 3.171 -1.813 -0.754
O: 1.988 -2.011 -0.849
C: 3.869 -1.833 0.534
C: 5.251 -1.918 0.690
C: 5.787 -1.857 1.961
C: 4.953 -1.666 3.056
C: 3.588 -1.560 2.835
N: 3.083 -1.674 1.615
C: 2.595 -1.236 3.973
O: 3.059 -1.183 5.109
O: 1.402 -1.021 3.605
H: 5.860 -2.046 -0.194
H: 6.856 -1.935 2.105
H: 5.323 -1.585 4.068
Te: -2.378 1.939 1.347
C: -2.924 2.576 -0.639
C: -3.858 1.859 -1.375
C: -4.106 2.245 -2.686
N: -3.495 3.267 -3.277
C: -2.611 3.954 -2.562
C: -2.290 3.651 -1.244
C: -1.001 0.559 0.521
P: -1.291 -1.191 0.666
C: -3.028 -1.440 1.146
C: -3.357 -1.306 2.495
C: -4.669 -1.451 2.912
C: -5.662 -1.735 1.986
C: -5.335 -1.892 0.648
C: -4.020 -1.763 0.227
C: -1.226 -1.920 -1.013
C: -1.759 -1.244 -2.106
C: -1.806 -1.857 -3.348
C: -1.321 -3.147 -3.507
C: -0.779 -3.821 -2.423
C: -0.739 -3.215 -1.177
P: 0.774 0.844 0.692
C: 1.507 0.862 -0.991
C: 0.739 0.819 -2.165
C: 1.340 0.414 -3.378
C: 2.630 -0.003 -3.425
C: 3.507 0.015 -2.221
C: 2.856 0.657 -1.043
C: 0.962 2.552 1.271
C: 0.923 2.791 2.644
C: 1.047 4.084 3.123
C: 1.222 5.138 2.235
C: 1.270 4.898 0.869
C: 1.151 3.604 0.383
H: -4.386 1.021 -0.938
H: -4.834 1.713 -3.291
H: -2.138 4.790 -3.068
H: -1.563 4.243 -0.703
H: -2.575 -1.097 3.216
H: -4.918 -1.343 3.959
H: -6.689 -1.846 2.309
H: -6.106 -2.122 -0.077
H: -3.777 -1.913 -0.814
H: -2.147 -0.240 -1.975
H: -2.235 -1.329 -4.191
H: -1.372 -3.630 -4.475
H: -0.397 -4.827 -2.545
H: -0.329 -3.743 -0.329
H: -0.313 1.066 -2.123
H: 0.737 0.397 -4.278
H: 3.057 -0.411 -4.333
H: 4.473 0.472 -2.455
H: 3.452 0.757 -0.141
H: 0.805 1.958 3.329
H: 1.015 4.275 4.187
H: 1.330 6.148 2.607
H: 1.409 5.720 0.178
H: 1.199 3.412 -0.682
S: 1.611 -4.458 2.799
C: 0.779 -3.499 1.938

---

Entry 3:
The following is a DFT calculation (ωB97M-V/def2-TZVPD) of a 2-piece molecular cluster, C6H14O overall.

## Properties
Energy above the lowest of the compared OMol25 structures with the same formula, charge and spin = 37.8 kcal/mol
SMILES string = C[C@H]1C[C@@H](C)C1.O
HOMO energy = -10.91 eV
DFT total energy = -312.194828 Eh
Gap between HOMO and LUMO = 11.88 eV
M = 102.2 g/mol

CARTESIAN COORDINATES (ANGSTROEM)
C: -2.496 -0.026 -1.256
C: -1.088 -0.306 -0.805
C: -0.582 -0.303 0.640
C: 0.878 -0.031 -0.061
C: 2.172 0.727 0.319
C: 0.024 0.688 -1.101
H: -3.216 -0.741 -0.845
H: -2.512 -0.129 -2.348
H: -2.809 0.991 -1.004
H: -0.783 -1.287 -1.193
H: -0.876 -1.206 1.196
H: -0.963 0.571 1.192
H: 1.202 -0.996 -0.476
H: 2.064 1.497 1.087
H: 2.518 1.251 -0.589
H: 3.012 0.073 0.592
H: -0.248 1.658 -0.654
H: 0.389 0.842 -2.117
O: 1.136 -1.425 2.697
H: 0.341 -0.970 2.398
H: 1.838 -0.878 2.326

---

Q: Which formula does entry 2 have?
A: C38H27N2O4P2PdSTe

---

What did the third record say?
The following is a DFT calculation (ωB97M-V/def2-TZVPD) of a 2-piece molecular cluster, C6H14O overall.

## Properties
Energy above the lowest of the compared OMol25 structures with the same formula, charge and spin = 37.8 kcal/mol
SMILES string = C[C@H]1C[C@@H](C)C1.O
HOMO energy = -10.91 eV
DFT total energy = -312.194828 Eh
Gap between HOMO and LUMO = 11.88 eV
M = 102.2 g/mol

CARTESIAN COORDINATES (ANGSTROEM)
C: -2.496 -0.026 -1.256
C: -1.088 -0.306 -0.805
C: -0.582 -0.303 0.640
C: 0.878 -0.031 -0.061
C: 2.172 0.727 0.319
C: 0.024 0.688 -1.101
H: -3.216 -0.741 -0.845
H: -2.512 -0.129 -2.348
H: -2.809 0.991 -1.004
H: -0.783 -1.287 -1.193
H: -0.876 -1.206 1.196
H: -0.963 0.571 1.192
H: 1.202 -0.996 -0.476
H: 2.064 1.497 1.087
H: 2.518 1.251 -0.589
H: 3.012 0.073 0.592
H: -0.248 1.658 -0.654
H: 0.389 0.842 -2.117
O: 1.136 -1.425 2.697
H: 0.341 -0.970 2.398
H: 1.838 -0.878 2.326

---

Q: Among the records above, which one has the lowest DFT total energy?
A: C27H52Br2N2O5S